{
  "formula": "C2H3ClFNO",
  "method": "ωB97M-V with the def2-TZVPD basis set",
  "e_above_lowest_kcal_mol": 112.3,
  "homo_energy_ev": [-9.3, -9.7],
  "orbital_gap_ev": [8.354, 8.983],
  "total_energy_ev": -20895.4480,
  "fmax_ha_per_bohr": 0.064,
  "species": ["C", "C", "N", "O", "F", "Cl", "H", "H", "H"],
  "positions_angstrom": [[3.2748, -0.5764, 0.2099], [-0.0279, 0.2211, -0.1453], [1.1584, 0.7475, -0.6597], [4.1646, -0.3061, 0.9149], [3.1485, -1.5305, -0.6354], [1.4078, 2.3530, -0.2013], [-0.0694, -0.8666, -0.5071], [-0.2218, 0.2300, 0.8775], [-0.9495, 0.7007, -0.3988]]
}



{
  "formula": "C2H3ClFP",
  "method": "ωB97M-V with the def2-TZVPD basis set",
  "smiles": "FP1C[C@H]1Cl",
  "e_above_lowest_kcal_mol": 11.1,
  "homo_energy_ev": -9.9,
  "orbital_gap_ev": 10.663,
  "total_energy_ev": -26650.7693,
  "fmax_ha_per_bohr": 0.067,
  "species": ["F", "P", "C", "C", "Cl", "H", "H", "H"],
  "positions_angstrom": [[-1.6073, -1.5907, -0.3862], [-0.2423, -1.3342, 0.4604], [-0.4305, 0.5248, 0.5235], [0.6127, 0.0136, -0.5328], [2.3154, 0.1487, 0.0826], [-0.0029, 1.1073, 1.2390], [-1.4154, 0.8938, 0.2259], [0.7703, 0.2367, -1.6123]]
}



{
  "formula": "C2H3ClFP",
  "method": "ωB97M-V with the def2-TZVPD basis set",
  "e_above_lowest_kcal_mol": 109.5,
  "homo_energy_ev": [-8.3, -8.4],
  "orbital_gap_ev": [7.329, 7.329],
  "total_energy_ev": -26646.5020,
  "fmax_ha_per_bohr": 0.072,
  "species": ["C", "C", "F", "P", "Cl", "H", "H", "H"],
  "positions_angstrom": [[-0.6657, -1.5644, 1.0227], [0.2841, 1.5764, -1.5140], [1.3548, -0.4988, 0.1853], [-0.2094, -0.1265, 0.1129], [1.2222, 2.6490, -0.6898], [-1.5646, -1.7190, 1.7021], [0.2370, -2.2464, 1.1514], [-0.6584, 1.9297, -1.9707]]
}



{
  "formula": "C2H3ClINO",
  "method": "ωB97M-V with the def2-TZVPD basis set",
  "e_above_lowest_kcal_mol": 103.2,
  "homo_energy_ev": -8.5,
  "orbital_gap_ev": 7.872,
  "total_energy_ev": -26279.1274,
  "fmax_ha_per_bohr": 0.072,
  "species": ["C", "C", "N", "O", "Cl", "I", "H", "H", "H"],
  "positions_angstrom": [[-2.8122, 0.1165, -1.0399], [1.2795, 0.3737, 0.2259], [-2.0177, -0.5666, -0.4794], [-3.6259, 0.6849, -1.6208], [2.1276, 1.9186, 0.0667], [2.4439, -0.9999, 1.7559], [0.4291, 0.6523, 0.7142], [-1.0299, -0.5173, -0.1761], [3.2056, -1.6622, 0.5534]]
}



{
  "formula": "C2H3ClN2O",
  "method": "ωB97M-V with the def2-TZVPD basis set",
  "smiles": "O/N=C/Cl.C#N",
  "e_above_lowest_kcal_mol": 103.0,
  "homo_energy_ev": -10.1,
  "orbital_gap_ev": 10.373,
  "total_energy_ev": -19668.1042,
  "fmax_ha_per_bohr": 0.118,
  "species": ["O", "N", "C", "Cl", "H", "H", "C", "N", "H"],
  "positions_angstrom": [[1.4641, -2.7848, -0.0654], [2.0941, -1.6026, 0.3509], [1.6971, -0.5890, -0.3319], [2.3239, 0.8402, -0.0315], [1.1245, -3.1166, 0.9094], [1.1401, -0.8399, -1.2872], [-0.2314, -0.0568, 0.5414], [-0.4072, 0.9354, 0.0010], [-0.5304, -0.8746, 1.0771]]
}



{
  "formula": "C2H3ClN2O",
  "method": "ωB97M-V with the def2-TZVPD basis set",
  "smiles": "O=C1CN(Cl)N1",
  "e_above_lowest_kcal_mol": 79.8,
  "homo_energy_ev": -9.6,
  "orbital_gap_ev": 10.058,
  "total_energy_ev": -19669.1102,
  "fmax_ha_per_bohr": 0.097,
  "species": ["O", "C", "C", "N", "Cl", "N", "H", "H", "H"],
  "positions_angstrom": [[-2.2058, 0.7014, -0.4985], [-1.0870, 0.4600, -0.1580], [-0.0106, -1.0130, -0.1161], [0.8664, -0.0415, 0.5263], [2.3710, 0.2549, -0.3635], [-0.0986, 0.9979, 0.4858], [-0.1057, -1.9846, 0.4058], [0.1604, -1.2871, -1.2630], [0.1097, 1.9120, 0.9812]]
}